[1]
A cluster of 3 separate species, C25H40F3O12P3S in total, computed with wB97M-V/def2-TZVPD.

Output
Lowest unoccupied orbital energy in eV: -1.57
Orbital gap in eV: 7.54
SMILES: O=C1C(CCC(F)(F)F)=CC(=O)c2c1cccc2P(O)(O)=S.CCOP(=O)(OCC)OCC.CCOP(=O)(OCC)OCC

Each line ends with the Löwdin charge.
Geometry (Å):
O1 -6.0151 0.8060 0.5012  0.06
C1 -5.4928 0.1930 1.4630  -0.24
C2 -4.0082 -0.4402 1.4127  -0.10
C3 -2.8216 0.3884 0.6780  -0.10
C4 -1.9016 0.9798 1.8650  -0.06
C5 -0.6538 0.0671 2.2549  -0.38
F1 -0.3056 -0.9127 1.3002  0.06
F2 0.4347 0.9613 2.5371  0.03
F3 -0.8946 -0.6491 3.4787  0.04
C6 -3.7322 -1.6986 2.0372  0.08
C7 -4.9430 -2.4500 2.7938  -0.26
O2 -5.0476 -3.6943 2.7975  0.04
C8 -5.9782 -1.4524 3.5308  -0.02
C9 -6.2729 -0.0664 2.8514  -0.04
C10 -7.2016 1.0118 3.4415  0.02
C11 -7.8722 0.6785 4.8154  -0.04
C12 -7.6100 -0.6890 5.4744  -0.04
C13 -6.6662 -1.7949 4.8822  -0.19
P1 -6.4086 -3.4337 5.7787  0.33
O3 -7.5350 -3.4096 7.0874  -0.28
O4 -6.8831 -4.7837 4.8250  -0.25
S1 -4.6513 -3.6565 6.5660  0.26
H1 -3.3416 1.3014 0.1987  0.12
H2 -2.2595 -0.2339 -0.0902  0.12
H3 -1.5943 2.0753 1.6905  0.14
H4 -2.5779 1.0116 2.8018  0.14
H5 -2.6885 -2.1582 2.0027  0.13
H6 -7.3877 2.0073 2.8958  0.12
H7 -8.5444 1.4823 5.2909  0.10
H8 -8.1400 -0.8894 6.4756  0.10
H9 -7.0391 -3.3151 7.9324  0.06
H10 -6.0549 -5.3031 4.6548  0.06
C14 5.4491 6.6426 1.9905  -0.09
C15 4.6448 5.5152 2.6136  -0.30
O5 3.9977 4.7239 1.6299  -0.23
P2 4.9166 3.7126 0.6962  0.71
O6 5.0498 2.5833 1.7235  -0.23
O7 3.6576 2.9993 -0.1337  -0.24
C16 3.5370 1.5749 -0.1448  -0.30
C17 2.5932 1.0935 0.9463  -0.08
O8 4.9009 4.9403 -0.4985  -0.22
C18 5.6160 4.6812 -1.7128  -0.29
C19 4.9326 3.6714 -2.6170  -0.08
H11 6.2989 6.2480 1.4260  0.06
H12 5.8344 7.3151 2.7609  0.08
H13 4.8361 7.2168 1.2930  0.08
H14 5.2789 4.8837 3.2451  0.11
H15 3.8622 5.9390 3.2481  0.12
H16 4.5220 1.1086 -0.0563  0.11
H17 3.1375 1.2844 -1.1190  0.10
H18 2.7782 1.5772 1.9071  0.08
H19 2.6814 0.0118 1.0799  0.08
H20 1.5604 1.3231 0.6806  0.07
H21 6.6367 4.3683 -1.4762  0.11
H22 5.6818 5.6382 -2.2422  0.12
H23 5.0940 2.6548 -2.2529  0.07
H24 5.3404 3.7160 -3.6308  0.08
H25 3.8556 3.8422 -2.6635  0.09
C20 2.6416 -2.9309 -1.1478  -0.08
C21 2.2852 -1.6186 -1.8233  -0.30
O9 2.2270 -1.7549 -3.2343  -0.22
P3 0.9563 -2.5812 -3.8975  0.71
O10 -0.0653 -1.4411 -3.8210  -0.23
O11 1.3481 -2.3108 -5.4966  -0.25
C22 0.3772 -1.7348 -6.3732  -0.31
C23 0.5461 -0.2268 -6.4678  -0.08
O12 1.9877 -3.9474 -3.9601  -0.21
C24 1.4355 -5.1617 -4.4833  -0.29
C25 1.2315 -5.1383 -5.9873  -0.08
H26 1.8373 -3.6622 -1.2703  0.07
H27 2.8079 -2.7831 -0.0778  0.08
H28 3.5415 -3.3629 -1.5901  0.08
H29 1.3350 -1.2267 -1.4441  0.11
H30 3.0597 -0.8798 -1.6040  0.10
H31 -0.6328 -2.0039 -6.0532  0.10
H32 0.5223 -2.1760 -7.3620  0.11
H33 0.6874 0.2417 -5.4917  0.07
H34 -0.3248 0.2269 -6.9481  0.08
H35 1.4319 0.0190 -7.0594  0.08
H36 0.5010 -5.3915 -3.9641  0.11
H37 2.1494 -5.9558 -4.2383  0.12
H38 0.3378 -4.5676 -6.2474  0.06
H39 1.0895 -6.1499 -6.3779  0.08
H40 2.0805 -4.6802 -6.4978  0.09

***

[2]
A structure of composition C25H41CeCl3O2P2, computed with wB97M-V/def2-TZVPD.

Output
2S+1: 2
Lowest unoccupied orbital energy (spin up / spin down) in eV: -2.85 / -2.80
Total charge: +1
Orbital gap (spin up / spin down) in eV: 8.01 / 8.11
Energy relative to the best compared isomer or geometry (same formula, charge and spin) in kcal/mol: 0.0

Each line ends with the Löwdin charge.
Geometry (Å):
Ce1 -0.0561 0.0344 2.0471  1.06
C1 -0.8536 -2.2178 2.8654  -0.33
C2 0.4552 -2.4229 2.2865  -0.33
C3 0.7087 -1.1701 4.2260  -0.30
C4 -0.6782 -1.4662 4.0743  -0.30
C5 1.4160 -1.7364 3.1183  -0.32
C6 -2.1623 -2.7195 2.3526  -0.03
H1 -2.0678 -3.1548 1.3525  0.07
H2 -2.9310 -1.9311 2.3106  0.09
H3 -2.5380 -3.4972 3.0337  0.10
C7 -1.7529 -1.0484 5.0095  -0.01
H4 -2.6727 -1.6096 4.8169  0.09
H5 -1.9823 0.0255 4.9296  0.06
H6 -1.4429 -1.2229 6.0455  0.10
C8 1.2955 -0.3690 5.3259  -0.01
H7 0.9914 -0.7648 6.3044  0.10
H8 0.9465 0.6742 5.2937  0.04
H9 2.3883 -0.3681 5.2713  0.09
C9 2.8799 -1.6123 2.8822  -0.03
H10 3.4314 -2.1912 3.6361  0.10
H11 3.2282 -0.5715 2.9654  0.09
H12 3.1609 -1.9880 1.8928  0.08
C10 0.7768 -3.2324 1.0802  -0.02
H13 1.1064 -4.2352 1.3887  0.11
H14 1.5911 -2.7935 0.4925  0.06
H15 -0.0983 -3.3707 0.4387  0.06
C11 -1.6229 1.3116 -4.1325  -0.12
C12 -1.7633 -0.0269 -4.1868  -0.14
C13 -1.0142 -0.9412 -5.1218  -0.18
C14 0.4779 -0.5938 -5.3454  -0.18
C15 1.1895 -0.0903 -4.1261  -0.13
C16 1.4069 1.2098 -3.8399  -0.14
C17 0.7171 2.3720 -4.4769  -0.17
C18 -0.7203 2.1237 -5.0062  -0.18
H16 -1.4982 -0.9433 -6.1181  0.13
H17 0.5849 0.0901 -6.2030  0.11
H18 -1.0843 -1.9802 -4.7570  0.11
H19 -0.6770 1.7311 -6.0348  0.11
H20 -2.3532 1.9224 -3.5860  0.10
H21 -2.6204 -0.5011 -3.6937  0.11
H22 -1.1943 3.1149 -5.0817  0.12
H23 0.6824 3.2151 -3.7664  0.11
H24 2.2252 1.4993 -3.1729  0.08
H25 1.3186 2.7411 -5.3285  0.13
H26 0.9853 -1.5290 -5.6465  0.12
H27 1.6366 -0.8963 -3.5334  0.09
P1 -1.4501 -0.0339 -0.4165  0.80
C19 -2.8679 0.9332 -0.9756  -0.24
C20 -1.3768 -1.6089 -1.3384  -0.23
P2 1.6550 0.6219 -0.1985  0.81
C21 0.0400 0.8363 -1.1488  -0.47
C22 2.6867 -0.5450 -1.1387  -0.25
C23 2.5834 2.1835 -0.3933  -0.24
H28 -2.9300 1.8515 -0.3737  0.06
H29 -3.7929 0.3575 -0.8336  0.07
H30 -2.7591 1.1976 -2.0301  0.00
H31 -1.0894 -1.4704 -2.3917  0.02
H32 -2.3646 -2.0864 -1.2888  0.07
H33 -0.6365 -2.2709 -0.8646  0.02
H34 2.5841 2.5503 -1.4284  0.04
H35 3.6204 2.0045 -0.0695  0.06
H36 2.1429 2.9437 0.2672  0.05
H37 -0.1839 1.9077 -1.2755  0.08
H38 0.1133 0.3887 -2.1467  0.01
H39 3.6867 -0.5659 -0.6827  0.06
H40 2.7903 -0.2317 -2.1818  0.02
H41 2.2650 -1.5571 -1.0996  0.04
Cl1 0.0561 4.9278 5.1726  0.63
C24 -1.0605 3.6126 4.7891  -1.47
Cl2 -0.9501 2.3563 6.0582  0.63
Cl3 -2.7446 4.1869 4.6791  0.62
C25 -0.6892 3.0442 3.3403  -0.69
O1 -0.5136 3.8635 2.4528  0.04
O2 -0.6311 1.7330 3.2343  -0.29

***

[3]
A structure of composition C25H41Cl3LaN3O3SSi, computed with wB97M-V/def2-TZVPD.

Output
Lowest unoccupied orbital energy in eV: -0.61
Orbital gap in eV: 5.65
Energy relative to the best compared isomer or geometry (same formula, charge and spin) in kcal/mol: 90.2

Each line ends with the Löwdin charge.
Geometry (Å):
C1 4.6899 2.9091 -0.0669  -0.06
C2 3.9108 1.9613 -0.9103  -0.23
H1 5.5994 3.2271 -0.5882  0.07
H2 5.0044 2.4491 0.8917  0.09
H3 4.0697 3.7790 0.1505  0.08
C3 4.5213 1.0075 -1.6220  -0.15
C4 5.9664 0.6942 -1.4891  -0.12
H4 4.0082 0.4544 -2.3985  0.09
H5 6.2368 0.4990 -0.4387  0.08
H6 6.6128 1.5085 -1.8531  0.07
H7 6.2046 -0.2012 -2.0710  0.06
La1 -1.9262 -0.8739 2.0053  1.21
Cl1 -2.7211 1.5602 0.9931  -0.12
Cl2 -2.3578 -2.5723 4.0449  -0.36
C5 -2.5353 -0.7567 -1.2943  -0.29
O1 -2.5165 -1.4482 -0.2287  -0.27
N1 -2.6131 -1.3354 -2.4825  -0.15
C6 -2.6340 -2.7983 -2.5393  -0.02
C7 -2.9414 -0.5813 -3.6912  -0.03
H8 -2.4968 0.3462 -1.2668  0.09
H9 -1.7128 -3.2214 -2.0974  0.09
H10 -2.6926 -3.0819 -3.5964  0.09
H11 -3.5135 -3.1940 -1.9987  0.09
H12 -2.6359 0.4655 -3.5678  0.09
H13 -4.0239 -0.6191 -3.8915  0.09
H14 -2.4168 -1.0188 -4.5475  0.09
H15 2.6127 -0.5127 1.4035  0.05
H16 3.5133 -2.6228 -1.0036  0.09
C8 2.6683 -1.5812 1.6697  -0.05
C9 3.0269 -3.2087 -0.2118  -0.04
N2 2.1114 -2.3811 0.5761  -0.17
H17 2.0805 -1.7492 2.5843  0.08
C10 0.7849 -2.5666 0.4463  -0.27
O2 -0.0742 -2.2911 1.3159  -0.27
H18 2.4463 -4.0130 -0.6812  0.09
H19 0.4782 -3.0088 -0.5198  0.14
H20 3.7155 -1.8696 1.8025  0.09
H21 3.8018 -3.6404 0.4345  0.10
O3 1.8613 2.0883 0.4169  -0.30
C11 2.3631 2.1708 -0.8364  -0.49
C12 1.8398 -0.1335 -1.7778  -0.07
C13 1.6527 1.2430 -1.8234  -0.17
H22 2.5064 -0.5691 -1.0203  0.09
C14 1.3273 -0.9472 -2.7883  -0.10
H23 2.2169 3.2097 -1.2562  0.12
C15 0.8867 1.8209 -2.8274  -0.03
H24 1.5574 -2.0163 -2.8055  0.09
C16 0.5574 -0.3718 -3.8102  -0.13
C17 0.3388 1.0112 -3.8276  -0.11
H25 0.7982 2.9125 -2.8544  0.11
H26 0.2050 -0.9950 -4.6331  0.09
H27 -0.2392 1.4907 -4.6222  0.10
Si1 0.5434 2.2346 3.4656  0.42
Cl3 0.2928 0.3988 2.1116  0.32
C18 0.5361 1.3626 5.1612  -0.22
C19 -1.0598 3.1971 3.5290  -0.21
C20 2.0988 3.1252 3.0945  -0.21
H28 -0.0872 0.4461 5.1517  0.02
H29 0.1291 2.0119 5.9543  0.03
H30 1.5529 1.0735 5.4588  0.03
H31 2.9720 2.4725 3.1938  0.04
H32 2.2021 3.9472 3.8271  0.05
H33 2.1133 3.5321 2.0812  0.02
H34 -1.8938 2.6918 3.0238  -0.06
H35 -0.9351 4.1712 3.0518  0.04
H36 -1.3586 3.3739 4.5718  0.04
S1 -4.7523 -0.2180 3.2782  0.53
C21 -5.4287 -0.7520 1.8349  -0.82
N3 -5.5868 -2.1104 1.6016  0.06
C22 -5.9212 -2.5985 0.3641  -0.06
C23 -6.1361 -1.7337 -0.6917  -0.08
C24 -5.9946 -0.3553 -0.4706  -0.05
C25 -5.7698 0.1269 0.8066  -0.13
H37 -5.4551 -2.7324 2.3960  0.14
H38 -6.0058 -3.6798 0.3059  0.13
H39 -6.4315 -2.1300 -1.6611  0.11
H40 -6.0509 0.3403 -1.3059  0.12
H41 -5.6971 1.1765 1.0699  0.09

***

no.,strongest force on any atom (hartree/bohr),M (g mol⁻¹)
1,0.183,714.57
2,0.047,682.02
3,0.066,737.04